(1)
A structure of composition C15H19O4Os, computed with ωB97M-V/def2-TZVPD.

## Properties
HOMO energy (alpha / beta) ... -12.23 / -12.02 eV
Lowest unoccupied orbital energy (alpha / beta) ... -0.131 / -0.286 Eh
Multiplicity ... 5
Energy relative to the best compared isomer or geometry (same formula, charge and spin) ... 15.3 kcal per mole
Total charge ... +1

Each line ends with the Mulliken charge.
CARTESIAN COORDINATES (ANGSTROEM)
C  -1.03751  0.46266  -3.30617  0.692
H  0.53124  0.88405  -4.71602  0.408
C  4.05047  0.83814  1.18253  -0.410
H  -2.82246  -4.52119  1.36683  0.397
H  4.00829  4.57422  2.10968  0.404
O  -2.90533  -1.28186  -0.66038  -0.659
C  0.34797  0.97818  -3.64504  -1.296
C  2.83118  1.50941  1.11406  0.589
C  -2.58398  -2.40734  1.47344  1.539
C  -3.42204  -2.13011  0.21071  0.241
C  -3.38767  -2.14540  2.72888  -1.673
H  -1.10992  -0.60328  -3.54302  0.226
H  6.17839  3.34049  2.22476  0.437
Os  -1.21052  -0.31890  -0.30510  1.035
H  6.16975  0.91777  1.61016  0.402
H  1.11264  0.41075  -3.11404  0.305
H  -1.38266  -3.93612  0.52324  0.357
C  2.85514  2.86400  1.45683  -0.383
O  -1.46516  -1.43371  1.43307  -0.541
H  -2.04870  1.13757  -5.07420  0.407
C  5.26011  1.50415  1.58389  -0.444
H  -3.12304  0.83363  -3.70272  0.357
C  -2.14994  1.22683  -3.99185  -1.424
H  -2.79026  -2.36012  3.61614  0.425
H  -1.41220  -4.01632  2.30597  0.490
C  -2.00225  -3.80658  1.41095  -1.642
O  -1.22856  0.59235  -1.89105  -0.272
H  -3.72966  -1.11206  2.76289  0.377
H  -0.72957  -1.70153  1.99662  0.355
H  1.94237  3.44420  1.41877  0.450
C  0.57391  0.41591  0.31570  -2.244
C  5.26862  2.84329  1.92361  -0.407
H  4.10461  -0.21169  0.92624  0.445
H  -4.25928  -2.79761  2.72474  0.383
C  4.06807  3.52267  1.85955  -0.455
H  -2.10466  2.28326  -3.72547  0.350
O  -4.46352  -2.70681  0.06191  -0.569
C  1.63306  0.87639  0.70546  2.021
H  0.43309  2.03069  -3.37157  0.328



(2)
A structure of composition C15H20AuN5, computed with ωB97M-V/def2-TZVPD.

## Properties
HOMO energy ... -8.22 eV
Lowest unoccupied orbital energy ... -0.020 Eh

Each line ends with the Mulliken charge.
CARTESIAN COORDINATES (ANGSTROEM)
H  0.62299  -5.44949  2.19174  0.433
H  -2.36366  1.86400  -5.00119  0.432
H  3.33269  -2.93577  2.79937  0.417
H  -0.28742  -2.35418  0.05326  0.187
C  0.35959  -4.43872  1.87633  -1.742
H  -4.09130  0.36196  3.02360  0.393
H  -3.62610  1.64142  -2.89571  0.292
C  -2.60645  0.77325  -0.47114  0.573
C  1.95607  1.62327  1.12931  -0.165
H  -4.55565  1.45763  -1.08500  0.292
C  0.03641  0.67182  -2.96401  -0.122
H  1.92391  -4.34500  -0.38522  0.422
C  -3.69848  0.48437  2.02424  -0.650
N  0.64345  -1.96087  0.08824  -0.461
C  -1.87473  1.49158  -4.11103  -0.466
H  -1.70717  -0.20142  2.50436  0.457
C  1.61911  -3.60066  1.65047  1.601
N  -1.84838  0.32094  0.53302  -0.046
H  1.18577  -2.35563  -0.67722  0.195
H  2.82469  -5.21042  0.85922  0.447
C  -2.58067  1.37401  -2.92767  -0.723
C  2.48090  -4.22381  0.54585  -1.825
C  -0.53655  1.13075  -4.13593  -0.661
C  2.42567  -3.52665  2.94547  -1.734
H  0.04957  1.20889  -5.04050  0.389
N  2.85047  2.12395  1.66657  -0.559
H  1.07821  0.37860  -2.92067  0.407
H  3.35877  -3.60308  0.35080  0.387
H  1.82990  -3.05532  3.72782  0.407
C  -1.93000  0.91059  -1.78662  0.768
H  -5.52814  1.22162  1.16760  0.430
H  -0.24756  -3.97199  2.65265  0.374
H  2.71432  -4.52601  3.27094  0.411
N  1.20972  -2.21790  1.36094  -0.169
H  -0.23965  -4.51192  0.96578  0.376
C  -2.37963  0.17407  1.74201  -0.251
C  -3.94548  1.09866  -0.26984  -0.675
Au  0.47414  0.72795  0.22494  0.408
N  -0.63626  0.57040  -1.82143  -0.080
H  1.99362  -1.58504  1.47238  0.329
C  -4.49338  0.95899  0.99297  -0.496



(3)
A structure of composition C15H20ClO5Tc, computed with ωB97M-V/def2-TZVPD.

## Properties
HOMO energy (alpha / beta) ... -3.00 / -4.65 eV
Lowest unoccupied orbital energy (alpha / beta) ... 0.087 / 0.087 Eh
Multiplicity ... 4
Total charge ... -1

Each line ends with the Mulliken charge.
CARTESIAN COORDINATES (ANGSTROEM)
H  -0.11075  -2.59122  -0.85117  0.658
H  1.54742  2.42271  2.85059  0.504
Cl  -0.17211  0.61820  5.08094  0.914
C  0.66173  -1.86137  2.35807  -0.435
C  -2.17535  0.84170  -1.43860  -0.511
H  -2.89880  -0.47410  -3.03122  0.307
H  -0.78794  -1.90078  -2.55533  0.385
H  1.09665  3.61837  0.50609  0.397
H  -0.85941  -1.36816  -4.24865  0.415
H  -2.22660  -2.75231  0.85010  0.425
C  1.40588  2.58497  0.63421  -0.812
C  -0.09437  1.30192  -3.65389  -1.913
C  2.17187  0.44265  0.17635  -0.752
C  -0.09850  -2.35265  0.20733  0.060
H  0.98078  1.07847  -3.70662  0.385
H  1.73468  1.92941  -1.47249  0.533
C  2.13417  0.61086  1.63577  -0.200
C  -0.42726  -1.15061  -3.26298  -1.876
C  1.64828  1.95978  1.87827  -0.608
C  -0.76097  -2.14154  2.41448  -0.308
H  -1.36413  -2.10510  3.30959  0.523
H  -0.49631  1.29297  -4.67618  0.427
O  -0.74576  0.47600  -1.45791  0.140
H  2.69020  0.00550  2.34668  0.634
H  -2.70831  1.27392  -3.54648  0.338
C  -1.21734  -2.45651  1.11896  -0.771
H  1.31107  -1.72728  3.21795  0.549
C  -0.83058  0.24920  -2.84976  1.658
O  1.18746  0.97682  4.54589  -0.612
Tc  0.34455  -0.23477  1.01869  0.581
O  -0.26996  1.02748  6.52090  -0.649
C  1.70013  1.67944  -0.41345  -0.291
H  -0.25468  2.30682  -3.24112  0.405
C  -2.36633  0.47011  -2.89851  -0.710
H  -2.25160  1.91128  -1.24787  0.238
H  -2.73426  0.24070  -0.71498  0.211
H  2.10921  -2.25277  0.65122  0.674
O  -0.96746  0.65559  1.66834  -0.778
H  2.69037  -0.35274  -0.35035  0.528
H  0.66177  -1.23004  -3.35435  0.401
O  -0.35070  -0.86725  4.97505  -0.635
C  1.09327  -2.15570  1.00644  -1.433



(4)
A structure of composition C15H20ClOTi, computed with ωB97M-V/def2-TZVPD.

## Properties
HOMO energy (alpha / beta) ... -1.03 / -0.60 eV
Lowest unoccupied orbital energy (alpha / beta) ... 0.100 / 0.101 Eh
Total charge ... -1

Each line ends with the Mulliken charge.
CARTESIAN COORDINATES (ANGSTROEM)
H  -1.77200  0.88592  -1.54030  0.588
H  -1.04995  -2.36779  1.97857  0.452
C  1.37875  -0.77878  -2.25432  0.903
H  1.96746  2.23813  -0.90761  0.393
H  2.64477  -2.31240  -1.49088  0.292
C  0.32168  -1.72814  -2.64256  -1.389
C  0.97010  1.81628  -1.08811  -0.861
C  -2.93141  1.37309  1.59128  -0.519
H  -3.37544  1.93980  2.40823  0.495
C  -2.80311  -0.05044  1.52075  -0.614
C  0.73394  -1.36750  1.08584  0.362
Ti  -0.65349  0.97873  1.49273  0.437
C  1.54727  -0.28855  1.54437  -0.647
H  1.95543  1.11007  -2.80557  0.251
C  -2.45742  1.91801  0.34499  -0.705
C  -0.16032  -0.61140  3.08818  -0.535
H  0.69839  -2.42768  -3.40593  0.395
H  -0.02207  -2.34501  -1.79331  0.073
H  0.36336  2.60585  -1.55778  0.246
H  0.20123  0.82436  -2.84936  0.354
H  -2.46732  2.96616  0.05940  0.394
C  1.10712  0.67645  -2.23333  -1.003
H  -2.12137  -1.38745  -0.18379  0.501
C  -2.27724  -0.38788  0.22710  -0.206
Cl  -0.61000  2.68563  3.01436  -0.488
C  -2.07033  0.82214  -0.49521  -0.345
H  -0.55756  -1.21648  -3.04991  0.267
H  0.94085  -1.97638  0.20826  0.378
O  0.36433  1.63132  0.18995  -0.038
H  1.51942  0.86768  3.46938  0.488
C  1.03245  0.15683  2.80599  -0.682
C  2.71585  -1.31689  -1.95457  -1.549
H  -0.75622  -0.55250  4.00325  0.398
H  2.46114  0.06377  1.06854  0.458
H  3.30090  -1.46258  -2.87813  0.452
H  -3.12560  -0.74632  2.29318  0.474
C  -0.31302  -1.56401  2.02444  -0.744
H  3.29948  -0.67201  -1.28811  0.273



(5)
A cluster of 3 separate species, C15H20FN4O7PS in total, computed with ωB97M-V/def2-TZVPD.

## Properties
HOMO energy ... -9.68 eV
Lowest unoccupied orbital energy ... -0.030 Eh

Each line ends with the Mulliken charge.
CARTESIAN COORDINATES (ANGSTROEM)
C  -0.73390  -4.26319  3.48928  -0.327
H  0.03488  -5.84451  6.37912  0.381
H  0.00660  -0.26494  0.66273  -0.075
H  0.85269  1.56984  1.78536  0.031
H  3.21529  3.82690  1.33964  0.259
H  0.59344  -3.53340  7.05042  0.372
N  2.98662  2.85950  1.52453  -0.713
O  -3.01446  0.89383  -1.93181  -0.620
C  -0.91081  4.18607  -4.88800  -0.624
H  0.02176  -2.28179  -1.08893  0.549
H  0.72660  3.29154  0.39772  0.077
C  0.06217  -2.68923  5.15968  -0.355
O  -4.64527  1.49890  -3.19702  -0.612
C  -3.10358  3.24340  -4.58482  -0.548
H  1.86834  -3.03666  0.08751  0.326
C  -0.00179  -0.28003  -0.42446  0.220
P  1.63797  2.37747  0.95662  0.392
C  -0.09165  -5.03297  5.67475  -0.431
C  0.75183  -1.48020  -0.96906  -0.694
H  0.62578  3.46286  -3.56723  0.449
C  1.91408  -1.96141  -0.08317  -1.140
C  -0.41425  -2.97987  3.89425  0.147
H  0.30061  -1.67084  5.42677  0.451
N  1.78776  1.22981  -0.33804  -0.045
O  -0.28317  -0.75407  3.29706  -0.605
H  -0.88339  1.92142  -2.37145  0.427
S  2.90988  1.63335  -1.51429  1.091
C  -2.58484  2.47370  -3.55895  -0.088
O  -1.01697  -2.14139  1.83022  -0.585
N  -0.58764  -1.87570  2.93533  1.058
H  -2.63226  4.72019  -6.05683  0.374
C  -0.41577  3.40069  -3.85542  -0.338
C  -1.25815  2.53199  -3.17748  0.076
C  -2.24971  4.10750  -5.25168  -0.370
O  2.60105  2.88453  -2.11471  -0.573
H  2.88553  -1.73005  -0.52147  0.331
C  -0.56684  -5.29686  4.39680  -0.470
H  -0.25008  4.86455  -5.41166  0.405
H  1.11403  -1.22472  -1.96534  0.374
N  -3.48555  1.54962  -2.84216  1.004
H  -1.03898  -0.25179  -0.75648  0.280
H  1.90067  -1.46483  0.88964  0.224
O  4.20503  1.29913  -1.06459  -0.534
H  -4.14736  3.16040  -4.84741  0.463
H  -1.10222  -4.43831  2.48975  0.451
H  -0.80895  -6.30935  4.10404  0.374
C  0.22225  -3.73474  6.05489  -0.447
F  2.49421  0.55153  -2.55732  -0.213
O  0.50853  1.00213  -0.88628  -0.179



- Number 1 is which compound?
  C15H19O4Os